1.
{"formula": "C33H81N7O2", "method": "ωB97M-V/def2-TZVPD", "energy_ha": -1839.5968, "homo_energy_ev": -8.0, "lumo_ha": 0.0210, "homo_lumo_gap_ev": 8.6, "species": ["C", "O", "C", "C", "O", "C", "C", "C", "C", "C", "N", "C", "N", "N", "H", "H", "H", "H", "H", "H", "H", "H", "H", "H", "H", "H", "H", "H", "H", "H", "H", "H", "H", "H", "H", "C", "C", "N", "C", "C", "C", "C", "H", "H", "H", "H", "H", "H", "H", "H", "H", "H", "H", "H", "H", "H", "H", "C", "C", "N", "C", "C", "C", "C", "H", "H", "H", "H", "H", "H", "H", "H", "H", "H", "H", "H", "H", "H", "H", "C", "C", "N", "C", "C", "C", "C", "H", "H", "H", "H", "H", "H", "H", "H", "H", "H", "H", "H", "H", "H", "H", "C", "C", "N", "C", "C", "C", "C", "H", "H", "H", "H", "H", "H", "H", "H", "H", "H", "H", "H", "H", "H", "H"], "xyz": [[1.138, -0.814, 2.775], [0.094, 0.126, 2.952], [-0.164, 0.871, 1.784], [-1.033, 2.033, 2.208], [-1.247, 2.997, 1.203], [-0.096, 3.743, 0.880], [-0.229, 4.285, -0.543], [0.802, 3.725, -1.509], [2.257, 3.979, -1.074], [2.936, 2.670, -0.637], [4.082, 2.815, 0.268], [3.689, 3.028, 1.613], [3.642, 2.031, 2.380], [3.329, 4.318, 2.067], [2.000, -0.373, 2.281], [0.776, -1.668, 2.205], [1.428, -1.146, 3.759], [-0.653, 0.260, 1.028], [0.795, 1.190, 1.374], [-2.003, 1.629, 2.455], [-0.621, 2.446, 3.130], [-0.008, 4.596, 1.555], [0.810, 3.159, 0.976], [-0.188, 5.366, -0.555], [-1.199, 3.980, -0.907], [0.629, 4.173, -2.477], [0.635, 2.660, -1.646], [2.785, 4.406, -1.912], [2.228, 4.684, -0.258], [2.186, 2.046, -0.175], [3.294, 2.158, -1.519], [4.692, 3.553, -0.067], [3.351, 2.341, 3.305], [2.364, 4.381, 2.352], [3.585, 5.063, 1.435], [-2.072, -3.283, -2.864], [-2.154, -1.978, -2.084], [-2.000, -0.802, -2.918], [-1.775, 0.415, -2.159], [-2.892, 0.912, -1.234], [-2.924, -0.699, -4.033], [-4.423, -0.729, -3.717], [-1.157, -3.326, -3.456], [-2.071, -4.127, -2.172], [-2.923, -3.414, -3.535], [-1.345, -1.974, -1.349], [-3.095, -1.968, -1.510], [-1.513, 1.216, -2.857], [-0.876, 0.259, -1.552], [-3.722, 1.349, -1.788], [-2.502, 1.694, -0.578], [-3.282, 0.119, -0.594], [-2.708, -1.516, -4.727], [-2.690, 0.208, -4.595], [-4.677, -1.533, -3.024], [-4.986, -0.911, -4.635], [-4.782, 0.212, -3.304], [-8.932, -6.320, -1.399], [-7.637, -5.974, -0.679], [-6.537, -5.705, -1.585], [-5.239, -5.676, -0.933], [-4.972, -4.576, 0.101], [-6.773, -4.666, -2.570], [-7.158, -3.270, -2.065], [-8.779, -7.138, -2.104], [-9.685, -6.632, -0.674], [-9.339, -5.467, -1.943], [-7.357, -6.831, -0.060], [-7.827, -5.139, 0.014], [-4.466, -5.629, -1.705], [-5.097, -6.645, -0.444], [-4.824, -3.602, -0.364], [-4.057, -4.807, 0.653], [-5.778, -4.493, 0.831], [-7.560, -5.010, -3.247], [-5.884, -4.586, -3.201], [-7.942, -3.302, -1.307], [-7.543, -2.676, -2.897], [-6.303, -2.732, -1.659], [3.357, -3.870, 6.291], [1.847, -3.678, 6.286], [1.165, -4.549, 5.349], [-0.216, -4.170, 5.108], [-1.203, -4.247, 6.279], [1.419, -5.970, 5.512], [1.102, -6.608, 6.871], [3.763, -3.778, 5.283], [3.824, -3.109, 6.917], [3.645, -4.842, 6.692], [1.640, -2.645, 5.993], [1.471, -3.789, 7.316], [-0.605, -4.771, 4.281], [-0.213, -3.141, 4.734], [-1.470, -5.274, 6.524], [-2.128, -3.733, 6.010], [-0.814, -3.766, 7.177], [2.474, -6.151, 5.291], [0.876, -6.506, 4.730], [1.487, -6.017, 7.703], [1.574, -7.591, 6.930], [0.034, -6.758, 7.018], [5.183, 8.726, -3.279], [6.003, 7.568, -2.731], [5.706, 6.304, -3.377], [6.240, 5.154, -2.673], [7.762, 5.020, -2.557], [5.846, 6.288, -4.823], [7.207, 6.669, -5.419], [4.117, 8.497, -3.248], [5.357, 9.619, -2.677], [5.453, 8.971, -4.307], [5.769, 7.463, -1.668], [7.071, 7.830, -2.789], [5.839, 4.243, -3.128], [5.825, 5.168, -1.658], [8.220, 4.723, -3.499], [8.008, 4.245, -1.827], [8.232, 5.944, -2.219], [5.093, 6.960, -5.242], [5.562, 5.296, -5.184], [7.614, 7.576, -4.971], [7.093, 6.863, -6.488], [7.941, 5.873, -5.316]]}

2.
{"formula": "C22H23F4N8O2PdS", "method": "ωB97M-V/def2-TZVPD", "total_charge": 1, "energy_ha": -2365.7838, "homo_energy_ev": [-11.7, -11.7], "lumo_ha": [-0.2140, -0.2140], "homo_lumo_gap_ev": [5.9, 5.9], "species": ["Pd", "N", "N", "C", "O", "O", "H", "H", "H", "C", "C", "C", "C", "N", "C", "S", "N", "C", "C", "C", "C", "H", "H", "H", "H", "H", "H", "H", "H", "H", "H", "H", "H", "H", "H", "H", "H", "H", "H", "H", "H", "F", "C", "C", "F", "C", "C", "C", "F", "C", "C", "C", "N", "C", "N", "F", "C", "C", "N", "C", "N"], "xyz": [[-1.243, -1.185, 1.320], [1.662, -0.106, 1.005], [0.613, 0.856, 3.169], [-0.592, 1.549, 3.705], [-0.653, 1.787, 4.876], [-1.343, 1.756, 2.694], [2.500, 0.342, 1.356], [1.751, -1.121, 0.990], [1.064, 0.142, 3.734], [3.509, 5.219, -0.008], [2.599, 5.438, 1.196], [2.640, 4.302, 2.222], [2.343, 2.918, 1.657], [1.024, 2.926, 1.002], [0.118, 1.991, 0.821], [0.216, 0.361, 1.638], [-0.824, 2.162, -0.088], [-2.241, 1.733, -0.049], [-3.169, 2.891, 0.308], [-3.366, 3.968, -0.763], [-2.168, 4.884, -1.036], [3.514, 6.097, -0.652], [3.195, 4.370, -0.620], [4.536, 5.035, 0.311], [1.570, 5.627, 0.862], [2.890, 6.354, 1.711], [1.944, 4.508, 3.037], [3.638, 4.252, 2.661], [2.331, 2.201, 2.470], [3.095, 2.633, 0.916], [0.792, 3.822, 0.587], [-0.684, 2.974, -0.674], [-2.339, 0.959, 0.705], [-2.486, 1.323, -1.029], [-2.828, 3.332, 1.247], [-4.140, 2.437, 0.515], [-4.197, 4.593, -0.434], [-3.692, 3.504, -1.698], [-1.668, 5.169, -0.106], [-2.491, 5.804, -1.522], [-1.437, 4.439, -1.721], [-2.633, -5.000, -0.987], [-1.501, -5.563, -1.386], [-1.531, -6.489, -2.357], [-2.692, -6.815, -2.889], [-0.326, -7.145, -2.855], [0.908, -6.722, -2.201], [0.930, -5.792, -1.234], [2.086, -5.464, -0.673], [-0.269, -5.133, -0.754], [-0.235, -4.194, 0.229], [0.980, -3.665, 0.791], [1.851, -3.067, 1.243], [-1.379, -3.473, 0.756], [-2.373, -3.044, 1.198], [2.043, -7.280, -2.571], [-0.352, -8.069, -3.848], [-1.560, -8.496, -4.502], [-2.480, -8.875, -5.075], [0.825, -8.715, -4.364], [1.726, -9.245, -4.839]]}

3.
{"formula": "C28H53BN6ReS3Si2", "method": "ωB97M-V/def2-TZVPD", "multiplicity": 2, "total_charge": 2, "energy_ha": -3303.6415, "homo_energy_ev": [-13.5, -13.3], "lumo_ha": [-0.2418, -0.2422], "homo_lumo_gap_ev": [6.9, 6.7], "species": ["Re", "C", "C", "C", "C", "N", "C", "C", "N", "B", "N", "C", "C", "N", "C", "S", "C", "C", "C", "C", "N", "C", "C", "N", "C", "S", "C", "C", "C", "C", "C", "S", "H", "H", "H", "H", "H", "H", "H", "H", "H", "H", "H", "H", "H", "H", "H", "H", "H", "H", "H", "H", "H", "H", "H", "H", "H", "H", "H", "H", "H", "H", "H", "H", "H", "H", "C", "Si", "C", "C", "C", "Si", "C", "C", "C", "H", "H", "H", "H", "H", "H", "H", "H", "H", "H", "H", "H", "H", "H", "H", "H", "H", "H", "H"], "xyz": [[0.201, -0.229, 0.462], [1.654, -5.697, -1.553], [0.680, -4.666, -0.990], [1.156, -4.304, 0.422], [-0.727, -5.267, -1.005], [0.720, -3.455, -1.883], [1.526, -3.350, -2.989], [1.302, -2.142, -3.551], [0.349, -1.495, -2.811], [-0.086, -0.053, -3.201], [0.950, 1.029, -2.767], [0.963, 2.217, -3.452], [1.928, 2.993, -2.924], [2.527, 2.290, -1.902], [1.905, 1.089, -1.814], [2.233, -0.233, -0.715], [3.643, 2.957, -1.138], [4.237, 2.112, -0.019], [4.747, 3.288, -2.143], [3.057, 4.231, -0.520], [-1.513, 0.299, -2.699], [-2.587, -0.127, -3.440], [-3.702, 0.389, -2.892], [-3.330, 1.138, -1.796], [-1.981, 1.050, -1.678], [-0.976, 1.744, -0.437], [-4.409, 1.899, -1.061], [-5.055, 2.845, -2.077], [-5.425, 0.867, -0.560], [-3.917, 2.730, 0.117], [0.005, -2.305, -1.787], [-1.165, -1.900, -0.563], [1.631, -6.574, -0.910], [1.370, -6.014, -2.557], [2.679, -5.321, -1.565], [1.221, -5.215, 1.018], [2.153, -3.858, 0.378], [0.484, -3.625, 0.937], [-0.724, -6.192, -0.430], [-1.472, -4.605, -0.571], [-1.030, -5.504, -2.027], [2.204, -4.122, -3.302], [1.730, -1.703, -4.435], [-0.122, -0.022, -4.394], [0.294, 2.409, -4.273], [2.226, 3.989, -3.193], [4.691, 1.193, -0.388], [5.024, 2.700, 0.450], [3.497, 1.876, 0.742], [5.148, 2.379, -2.592], [4.397, 3.945, -2.938], [5.557, 3.801, -1.625], [2.181, 3.992, 0.085], [3.804, 4.697, 0.121], [2.772, 4.961, -1.277], [-2.469, -0.739, -4.318], [-4.724, 0.274, -3.201], [-5.505, 2.311, -2.913], [-5.842, 3.410, -1.581], [-4.322, 3.551, -2.472], [-5.981, 0.411, -1.379], [-4.930, 0.079, 0.008], [-6.146, 1.360, 0.090], [-3.172, 3.465, -0.184], [-4.775, 3.276, 0.508], [-3.516, 2.116, 0.918], [3.089, -1.112, 2.474], [1.788, -0.202, 3.499], [1.460, -1.328, 4.964], [2.426, 1.462, 4.111], [0.234, 0.337, 2.408], [-1.534, 0.043, 3.252], [-2.752, -0.511, 1.908], [-1.971, 1.760, 3.881], [-1.711, -1.240, 4.608], [3.913, -1.373, 3.141], [3.507, -0.522, 1.662], [2.697, -2.046, 2.060], [2.430, -1.620, 5.374], [0.934, -2.243, 4.692], [0.909, -0.830, 5.761], [3.373, 1.326, 4.638], [1.722, 1.909, 4.816], [2.593, 2.173, 3.299], [0.283, 1.439, 2.422], [-2.636, 0.027, 0.963], [-3.771, -0.338, 2.263], [-2.659, -1.581, 1.710], [-1.901, 2.521, 3.101], [-1.319, 2.059, 4.704], [-2.995, 1.761, 4.262], [-1.296, -2.210, 4.334], [-2.782, -1.379, 4.779], [-1.271, -0.929, 5.553]]}

4.
{"formula": "C5H8N2", "method": "ωB97M-V/def2-TZVPD", "energy_ha": -304.7040, "homo_energy_ev": -7.3, "lumo_ha": 0.0235, "homo_lumo_gap_ev": 8.0, "species": ["C", "C", "C", "N", "C", "N", "C", "H", "H", "H", "H", "H", "H", "H", "H"], "xyz": [[-2.188, -0.167, 0.130], [-0.720, 0.158, -0.073], [-0.358, 1.508, -0.509], [0.857, 1.877, -0.674], [1.616, -0.985, -0.226], [2.547, -1.274, 0.651], [0.276, -0.764, 0.034], [-2.687, -0.501, -0.789], [-2.328, -0.949, 0.883], [-2.742, 0.713, 0.487], [-1.211, 2.172, -0.734], [0.892, 2.830, -1.037], [2.564, -0.925, 1.607], [3.436, -1.585, 0.287], [0.192, -1.879, -0.113]]}

5.
{"formula": "C3H14NORe", "method": "ωB97M-V/def2-TZVPD", "multiplicity": 4, "total_charge": 1, "energy_ha": -330.5217, "homo_energy_ev": [-10.5, -11.1], "lumo_ha": [-0.1167, -0.1438], "homo_lumo_gap_ev": [7.3, 7.2], "species": ["C", "Re", "N", "H", "H", "H", "H", "H", "H", "H", "H", "C", "C", "O", "H", "H", "H", "H", "H", "H"], "xyz": [[1.501, -1.736, -2.134], [0.553, 0.383, -1.025], [-0.092, 2.320, -0.194], [-0.332, 0.929, -2.338], [-1.059, 2.369, 0.147], [1.581, -0.610, -2.060], [1.466, -1.939, -3.217], [0.667, -2.280, -1.696], [2.450, -2.173, -1.824], [0.462, 2.658, 0.602], [-0.031, 3.074, -0.874], [-0.644, 0.114, 2.436], [-1.380, -0.392, 1.233], [-0.232, -0.845, 0.160], [-0.086, -0.719, 2.876], [-1.298, 0.541, 3.194], [0.102, 0.886, 2.177], [-1.940, -1.289, 1.347], [-1.923, 0.335, 0.625], [0.233, -1.626, 0.564]]}